The following is a DFT calculation (ωB97M-V/def2-TZVPD) of a structure of composition C5H11N3Si at a distorted geometry.

Last column: Mulliken charge in e.
Positions of all 20 atoms, in Å:
Si -0.79369 0.06329 -0.01609  0.155
N 2.20548 -1.21604 -0.08594  -0.107
N 3.31240 -0.55651 0.08222  -0.511
N 1.86127 1.16219 -0.03434  -0.423
C 1.02946 0.26234 -0.13771  0.602
C -1.10319 -1.25179 -1.30515  -1.209
C -1.61529 1.78172 -0.41381  -0.957
C -1.17269 -0.37485 1.77867  -1.108
C 3.16483 0.74401 0.13844  -0.152
H -1.22125 2.11609 -1.33570  0.347
H 3.98458 1.46309 0.36662  0.375
H -2.24498 -0.73249 2.06385  0.318
H -0.54274 -1.18608 -2.28697  0.361
H -1.51592 2.36005 0.49963  0.257
H -0.64208 -1.20698 2.22018  0.387
H -2.06277 -1.30001 -1.68622  0.425
H 2.05025 -2.04425 -0.55933  0.226
H -1.10884 0.46267 2.45567  0.347
H -2.76662 1.71382 -0.70429  0.291
H -0.81823 -2.26027 -1.03973  0.377

Forces on atoms 1 to 6 (eV/Å):
-1.26 0.50 -0.22
-2.86 5.97 1.72
0.97 -0.48 -0.71
0.44 1.32 0.74
1.94 -2.98 -0.29
2.07 -0.29 -1.20

Its total charge is 0. The value obtained for the energy above the lowest of the compared OMol25 structures with the same formula, charge and spin is 72.7 kcal/mol. For the highest occupied orbital energy, the calculation gives -8.6 eV. The LUMO energy comes out at 0.80 eV. As for the multiplicity: 1.



The following is a DFT calculation (ωB97M-V/def2-TZVPD) of a cluster of 2 separate species, C9H8O in total at a distorted geometry.

Last column: Mulliken charge in e.
Positions of all 18 atoms, in Å:
O -2.56790 -0.84477 0.74170  -0.416
C -1.51933 2.52656 -1.02584  -1.133
C 1.55942 -1.19503 -0.23181  -0.123
C -1.63294 -1.59671 0.74373  -0.020
C -0.04290 0.31179 -0.87214  0.367
C 1.78830 -0.52047 0.93118  -0.197
C 0.25365 1.03788 0.30217  0.585
C 0.64419 -0.80824 -1.24721  -1.025
C 1.20096 0.69823 1.19148  -0.866
C -0.69821 1.57540 -0.58742  0.511
H 2.45127 -1.10865 1.64538  0.271
H 2.01263 -2.17162 -0.17652  0.334
H 0.31754 -1.22366 -2.20398  0.347
H -1.74597 2.51799 -2.08493  0.291
H 1.57033 1.37604 2.00173  0.343
H -1.42274 3.48809 -0.54775  0.287
H -0.86145 -1.82219 1.54251  0.229
H -1.30684 -2.24064 -0.12225  0.216

Forces on atoms 1 to 6 (eV/Å):
0.62 -0.48 0.39
1.53 0.26 -0.38
-0.75 -1.84 -1.11
1.04 -1.00 -0.55
0.30 1.51 1.64
1.38 -1.21 1.28

Its total charge is 0. The value obtained for the energy above the lowest of the compared OMol25 structures with the same formula, charge and spin is 106.6 kcal/mol. For the highest occupied orbital energy, the calculation gives -8.3 eV. The SMILES is C=C1c2ccccc21.C=O. The LUMO energy comes out at 0.07 eV. As for the multiplicity: 1.



The following is a DFT calculation (ωB97M-V/def2-TZVPD) of a structure of composition C6H11MnN5P at a distorted geometry.

Last column: Mulliken spin population.
Positions of all 24 atoms, in Å:
Mn 0.34789 -0.97198 0.04626  3.128
P -1.69986 -0.90325 1.40024  -0.015
N -0.51708 2.87042 0.73135  0.003
N -0.58594 1.54802 0.90089  0.023
N 0.77117 3.26241 0.28722  -0.002
N 0.57469 0.98640 0.42362  -0.010
N -1.26261 3.64806 1.65169  0.000
C 1.64952 -2.83518 -0.88875  0.087
C -0.36339 -1.86082 -1.65103  -0.012
C 0.76677 -0.98170 -1.89413  -0.011
C 1.36353 2.06893 0.18261  0.012
C 2.02675 -1.59771 -1.40083  -0.097
C 0.23789 -2.99158 -0.82914  -0.141
H -1.87370 -0.16627 2.60153  0.006
H -2.27205 3.54590 1.50992  0.000
H -0.79663 4.55411 1.60525  0.000
H -2.73104 -1.86715 1.54654  0.001
H -2.37544 0.04673 0.57196  -0.001
H 2.31634 -3.65547 -0.74875  0.009
H 0.67973 -0.04484 -2.45237  0.003
H 2.42551 2.03737 0.07638  0.001
H -1.44961 -1.65835 -1.99109  0.012
H -0.25992 -3.84196 -0.30861  -0.002
H 3.02747 -1.19209 -1.37076  0.004

Forces on atoms 1 to 6 (eV/Å):
0.53 -0.75 1.42
-0.85 0.49 -0.11
2.59 -2.51 0.87
1.21 0.88 -1.43
-2.07 -1.82 1.37
-1.79 3.40 1.42

Its total charge is +1. The expectation value of S² is 3.843. For the highest occupied orbital energy (alpha / beta), the calculation gives -11.5 / -11.6 eV. The LUMO energy (alpha / beta) comes out at -4.04 / -4.08 eV. As for the multiplicity: 4.



The following is a DFT calculation (ωB97M-V/def2-TZVPD) of a structure of composition C20H28N2O6Re at a distorted geometry.

Last column: Mulliken spin population.
Positions of all 57 atoms, in Å:
Re -0.68541 0.29514 -0.36048  0.863
O -1.81001 2.81364 0.15162  0.200
O -0.64081 2.27894 -0.22098  0.110
O -0.67151 0.81214 -2.44018  -0.026
O -1.33591 0.43604 1.69162  -0.022
O -2.77141 0.31054 -0.66308  0.019
O -0.53551 -1.74366 -0.19168  -0.023
N 1.66029 -1.37396 0.10262  -0.024
N 1.30009 -0.11416 -0.11858  -0.014
C 0.02549 2.05584 -2.69578  0.019
C 0.63039 -2.20676 0.08462  0.033
C 0.53789 2.73974 0.43902  -0.015
C 1.20279 -6.25706 1.15802  0.012
C 0.54589 4.25944 0.49612  -0.005
C 1.69739 2.20844 -0.48708  0.070
C 1.42229 2.16284 -2.04978  -0.020
C 2.19529 0.83914 -0.10128  -0.174
C 0.51189 2.11864 1.89042  -0.010
C 2.29179 -5.49266 0.74532  -0.004
C -2.77291 0.26904 1.69172  0.010
C 3.61519 0.60484 0.21402  -0.007
C -2.89551 -0.13946 -2.01158  0.018
C -2.06221 0.84434 -2.84488  -0.012
C -0.26151 -4.38306 0.82322  0.008
C -0.87061 1.63034 2.37292  -0.002
C 0.83429 -3.60466 0.42522  0.007
C 2.11629 -4.17056 0.39452  0.008
C -0.07281 -5.69796 1.19532  -0.005
C -3.25161 -0.46896 0.43082  0.015
H 3.71389 -0.24346 0.89082  -0.003
H 0.64839 4.68214 -0.49988  -0.001
H -2.51331 -1.16446 -2.11348  -0.004
H -3.94061 -0.10246 -2.33548  0.001
H -2.45731 1.85484 -2.68018  -0.002
H 3.27479 -5.93546 0.71992  0.000
H 4.08069 1.49334 0.63542  -0.001
H -0.80311 1.39164 3.43962  -0.002
H 2.02009 1.33374 -2.43388  -0.002
H 0.82289 2.89274 2.59312  0.000
H -3.23911 1.26034 1.69432  -0.003
H -1.61201 2.42914 2.23562  0.003
H -0.60681 2.89974 -2.39318  -0.004
H 1.36009 4.61674 1.11902  0.000
H -0.91151 -6.29206 1.52182  0.000
H -2.12901 0.59594 -3.90748  -0.002
H 1.34619 -7.28386 1.45752  0.000
H 1.84589 3.07364 -2.47688  0.000
H 1.21909 1.29574 1.97942  0.004
H 2.94889 -3.55746 0.08872  0.000
H -2.83861 -1.48556 0.38342  -0.009
H 0.17429 2.11854 -3.78078  -0.003
H 2.52829 2.90394 -0.35448  0.004
H -0.40111 4.60184 0.91412  0.002
H -1.24361 -3.93806 0.84742  0.000
H -3.06451 -0.28486 2.58972  0.001
H 4.17289 0.33804 -0.68878  -0.008
H -4.34501 -0.52076 0.43262  -0.004

Forces on atoms 1 to 6 (eV/Å):
-0.16 -1.24 0.41
-2.14 1.01 0.34
1.11 -1.87 -0.76
0.17 -0.55 1.79
0.76 -0.16 -2.16
0.53 0.20 -0.05

Its total charge is +2. The value obtained for the energy above the lowest of the compared OMol25 structures with the same formula, charge and spin is 99.7 kcal/mol. The expectation value of S² is 1.242. For the highest occupied orbital energy (alpha / beta), the calculation gives -14.1 / -14.1 eV. The LUMO energy (alpha / beta) comes out at -8.75 / -8.40 eV. As for the multiplicity: 2.



The following is a DFT calculation (ωB97M-V/def2-TZVPD) of an isolated molecule of C7H7F2N3O2S at a distorted geometry.

Last column: Mulliken charge in e.
Positions of all 22 atoms, in Å:
S 2.06656 0.91211 0.34975  -0.140
F 2.25264 -2.75046 -0.80375  -0.299
F 0.46786 -1.59680 -0.20385  -0.295
O -1.71985 1.26328 4.11299  -0.522
O -3.57771 1.40472 2.79802  -0.550
N -0.07363 0.81539 2.00012  -0.623
N -0.56145 0.85310 -0.23475  0.997
N -0.33454 0.91095 -1.51166  -1.338
C -1.78006 1.05353 0.42574  -0.323
C -2.35139 1.35541 2.87501  0.235
C 1.58105 -1.58804 -1.05184  1.095
C 2.45082 -0.39341 -0.69269  -0.727
C 1.03670 -1.70490 -2.53101  -1.089
C 0.42214 0.69470 0.76429  0.427
C -1.39120 1.06915 1.77642  0.570
H 1.65697 -1.23298 -3.33206  0.296
H -0.84980 0.90435 3.92681  0.483
H -2.69244 1.03818 -0.00121  0.526
H 3.31081 -0.23082 -1.22294  0.446
H 0.15935 -1.04742 -2.48874  0.253
H -1.09496 1.02354 -2.12155  0.219
H 1.02214 -2.75360 -2.83310  0.359

Forces on atoms 1 to 6 (eV/Å):
0.82 -0.66 0.12
0.26 0.04 0.37
0.74 -0.51 -0.56
-1.41 0.52 -1.34
2.90 0.64 -0.29
0.58 0.22 -2.36

Its total charge is 0. The value obtained for the energy above the lowest of the compared OMol25 structures with the same formula, charge and spin is 0.0 kcal/mol. For the highest occupied orbital energy (alpha / beta), the calculation gives -9.3 / -8.2 eV. The LUMO energy (alpha / beta) comes out at -0.70 / -2.04 eV. As for the multiplicity: 1.



Question: Which value of multiplicity does entry 4 give?
Answer: 2



Question: Which formula does entry 5 have?
Answer: C7H7F2N3O2S



Question: Which formula does entry 5 have?
Answer: C7H7F2N3O2S